P) {
  "formula": "C3H6N2O",
  "method": "the ωB97M-V functional and the def2-TZVPD basis",
  "smiles": "c1c[nH]cn1.O",
  "homo_lumo_gap_ha": 0.364,
  "lumo_ev": 0.9,
  "elements": ["C", "C", "N", "C", "N", "H", "H", "H", "H", "H", "H", "O"],
  "xyz": [[-1.145, -0.944, 0.819], [-2.352, -0.537, 0.318], [-2.181, 0.773, -0.088], [-0.872, 1.093, 0.229], [-0.222, 0.075, 0.685], [-1.103, -1.669, 1.614], [-3.332, -0.959, 0.224], [-2.572, 1.169, -0.929], [-0.504, 2.066, -0.055], [4.650, 0.297, -1.344], [4.698, -1.127, -0.877], [4.933, -0.237, -0.595]],
  "nbo_charge": [-0.113, -0.094, -0.550, 0.176, -0.444, 0.212, 0.213, 0.410, 0.190, 0.464, 0.466, -0.930]
}

=====

Q) {
  "formula": "C3H6N2O",
  "method": "the ωB97M-V functional and the def2-TZVPD basis",
  "homo_lumo_gap_ha": 0.366,
  "lumo_ev": 0.7,
  "elements": ["N", "C", "O", "N", "C", "C", "H", "H", "H", "H", "H", "H"],
  "xyz": [[0.866, -0.269, 0.673], [0.803, -0.587, -1.267], [1.713, -1.297, -1.546], [-0.229, 0.076, -1.533], [-0.598, -0.123, 0.800], [-0.886, 0.750, -0.437], [1.355, 0.615, 0.787], [1.431, -1.021, 1.054], [-1.137, -1.070, 0.640], [-0.895, 0.282, 1.771], [-1.947, 0.885, -0.675], [-0.475, 1.760, -0.267]],
  "nbo_charge": [-0.780, 0.830, -0.580, -0.599, -0.237, -0.226, 0.385, 0.409, 0.212, 0.197, 0.214, 0.176]
}

=====

List of relative energies, unit kcal/mol: P) 1.5; Q) 0.0

=====

P) {
  "formula": "C3H6N2O",
  "method": "the ωB97M-V functional and the def2-TZVPD basis",
  "smiles": "C=NCNC=O",
  "homo_lumo_gap_ha": 0.397,
  "lumo_ev": 0.9,
  "elements": ["C", "N", "C", "N", "C", "O", "H", "H", "H", "H", "H", "H"],
  "xyz": [[-2.109, -0.476, -0.962], [-0.864, -0.327, -1.134], [-0.173, 0.384, -0.072], [0.962, -0.358, 0.417], [2.138, 0.234, 0.773], [3.054, -0.314, 1.346], [-0.871, 0.643, 0.743], [-2.706, -0.945, -1.744], [-2.637, -0.144, -0.055], [0.210, 1.321, -0.494], [0.829, -1.318, 0.709], [2.167, 1.300, 0.473]],
  "nbo_charge": [-0.047, -0.387, -0.076, -0.620, 0.537, -0.593, 0.152, 0.182, 0.143, 0.204, 0.404, 0.099]
}

=====

Q) {
  "formula": "C3H6N2O",
  "method": "the ωB97M-V functional and the def2-TZVPD basis",
  "smiles": "N=C=N.CC=O",
  "homo_lumo_gap_ha": 0.403,
  "lumo_ev": 0.9,
  "elements": ["C", "C", "N", "N", "C", "O", "H", "H", "H", "H", "H", "H"],
  "xyz": [[-0.502, 0.034, 1.770], [-0.358, -0.209, -2.340], [-0.529, 0.750, -1.599], [-0.327, -1.216, -3.043], [0.971, 0.229, 1.564], [1.485, 0.600, 0.530], [-1.058, 0.195, 0.844], [-0.850, 0.734, 2.539], [-0.690, -0.977, 2.149], [0.211, 0.924, -0.914], [0.110, -1.134, -3.952], [1.613, 0.018, 2.443]],
  "nbo_charge": [-0.735, 0.653, -0.748, -0.743, 0.460, -0.546, 0.248, 0.241, 0.239, 0.423, 0.393, 0.113]
}

=====

R) {
  "formula": "C3H6N2O",
  "method": "the ωB97M-V functional and the def2-TZVPD basis",
  "smiles": "C=NN(C)C=O",
  "homo_lumo_gap_ha": 0.376,
  "lumo_ev": 0.9,
  "elements": ["C", "C", "C", "H", "H", "H", "H", "H", "H", "N", "N", "O"],
  "xyz": [[-1.751, -0.008, 0.068], [0.423, -1.343, -0.056], [1.634, 1.135, -0.090], [-2.262, -0.952, 0.207], [-2.499, 0.504, -0.710], [-1.697, 0.815, 1.079], [-0.141, -2.225, 0.216], [1.991, 2.337, 0.361], [2.618, 0.688, -0.259], [-0.328, -0.289, -0.643], [0.433, 0.917, -0.150], [1.579, -1.578, -0.023]],
  "nbo_charge": [-0.440, 0.524, -0.039, 0.204, 0.222, 0.242, 0.102, 0.140, 0.201, -0.296, -0.324, -0.537]
}

=====

S) {
  "formula": "C3H6N2O",
  "method": "the ωB97M-V functional and the def2-TZVPD basis",
  "homo_lumo_gap_ha": [0.282, 0.282],
  "lumo_ev": [-1.0, -1.0],
  "elements": ["N", "C", "O", "N", "C", "C", "H", "H", "H", "H", "H", "H"],
  "xyz": [[2.332, 0.150, -0.471], [1.099, 0.142, 0.129], [1.043, 0.010, 1.393], [0.046, 0.266, -0.669], [-2.000, -0.745, -0.096], [-1.165, 0.317, 0.058], [2.341, 0.525, -1.398], [3.108, 0.400, 0.107], [-3.059, -0.621, -0.212], [-1.568, -1.730, -0.212], [-1.641, 1.300, 0.062], [-0.537, -0.014, 1.309]],
  "nbo_charge": [-0.815, 0.707, -0.676, -0.633, -0.107, -0.301, 0.392, 0.390, 0.197, 0.204, 0.218, 0.424]
}

=====

List of relative energies, unit kcal/mol: P) 0.0; Q) 4.8; R) 92.7; S) 56.0

=====

P) {
  "formula": "C3H6N2O",
  "method": "the ωB97M-V functional and the def2-TZVPD basis",
  "smiles": "C/N=C(\\N)C=O",
  "homo_lumo_gap_ha": 0.379,
  "lumo_ev": 0.7,
  "elements": ["C", "N", "C", "N", "C", "O", "H", "H", "H", "H", "H", "H"],
  "xyz": [[-1.154, 0.442, 1.291], [-0.390, -0.483, 0.532], [0.399, -0.204, -0.434], [0.708, 1.012, -0.967], [0.920, -1.592, -0.828], [1.692, -1.961, -1.671], [-1.854, 1.010, 0.667], [-1.732, -0.152, 2.004], [-0.512, 1.129, 1.855], [1.319, 1.127, -1.760], [0.258, 1.846, -0.620], [0.347, -2.174, -0.068]],
  "nbo_charge": [-0.451, -0.472, 0.305, -0.820, 0.400, -0.512, 0.188, 0.210, 0.192, 0.410, 0.398, 0.153]
}

=====

Q) {
  "formula": "C3H6N2O",
  "method": "the ωB97M-V functional and the def2-TZVPD basis",
  "homo_lumo_gap_ha": [0.317, 0.317],
  "lumo_ev": [-0.6, -0.6],
  "elements": ["O", "N", "C", "C", "N", "C", "H", "H", "H", "H", "H", "H"],
  "xyz": [[-1.447, 1.863, 0.992], [-1.396, 0.583, 0.959], [-0.106, 0.332, 0.608], [0.478, -1.069, 0.573], [0.765, -0.950, -0.880], [0.215, 0.416, -0.934], [-0.154, 1.756, 0.855], [-0.247, -1.844, 0.849], [1.390, -1.206, 1.164], [0.207, -1.598, -1.426], [-0.675, 0.558, -1.558], [0.970, 1.160, -1.202]],
  "nbo_charge": [-0.397, 0.121, -0.219, -0.236, -0.613, -0.186, 0.375, 0.200, 0.201, 0.360, 0.198, 0.196]
}

=====

R) {
  "formula": "C3H6N2O",
  "method": "the ωB97M-V functional and the def2-TZVPD basis",
  "smiles": "NC(=O)N1CC1",
  "homo_lumo_gap_ha": 0.389,
  "lumo_ev": 1.0,
  "elements": ["C", "C", "C", "H", "H", "H", "H", "H", "H", "N", "N", "O"],
  "xyz": [[0.206, 1.023, 0.008], [0.140, -1.103, -1.064], [0.029, -1.508, 0.413], [-1.345, 1.744, 1.121], [-0.078, 2.740, 0.919], [-0.628, -1.464, -1.757], [1.124, -0.888, -1.575], [-0.814, -2.122, 0.739], [0.951, -1.317, 1.037], [-0.313, 1.789, 0.995], [-0.463, -0.181, -0.141], [1.189, 1.287, -0.695]],
  "nbo_charge": [0.765, -0.245, -0.243, 0.395, 0.388, 0.201, 0.239, 0.218, 0.218, -0.809, -0.496, -0.631]
}

=====

S) {
  "formula": "C3H6N2O",
  "method": "the ωB97M-V functional and the def2-TZVPD basis",
  "smiles": "NC(=O)[C@@H]1CN1",
  "homo_lumo_gap_ha": 0.376,
  "lumo_ev": 0.8,
  "elements": ["C", "C", "C", "H", "H", "H", "H", "H", "H", "N", "N", "O"],
  "xyz": [[-0.957, -0.162, 0.007], [0.575, -0.522, -0.402], [1.484, -0.384, 0.683], [0.032, 1.560, -0.286], [-1.818, 1.822, 0.056], [0.738, -1.491, -0.956], [2.144, -1.206, 0.604], [1.101, -0.077, 1.674], [2.508, 0.474, -0.964], [-1.005, 1.236, 0.183], [1.530, 0.529, -0.384], [-1.873, -0.878, -0.056]],
  "nbo_charge": [0.692, -0.184, -0.251, 0.427, 0.404, 0.218, 0.192, 0.208, 0.396, -0.909, -0.622, -0.571]
}

=====

List of relative energies, unit kcal/mol: P) 3.0; Q) 120.5; R) 0.0; S) 30.6

=====

P) {
  "formula": "C3H6N2O",
  "method": "the ωB97M-V functional and the def2-TZVPD basis",
  "homo_lumo_gap_ha": [0.285, 0.285],
  "lumo_ev": [-0.2, -0.2],
  "elements": ["C", "C", "C", "O", "N", "N", "H", "H", "H", "H", "H", "H"],
  "xyz": [[0.793, -0.587, -0.970], [0.652, 0.552, 0.891], [-0.711, 0.639, 0.815], [-2.448, -0.373, -0.174], [-1.165, 0.174, -0.357], [1.605, 0.514, 1.681], [-2.781, -0.471, -1.077], [2.527, 0.657, 1.262], [-1.371, 1.124, 1.527], [0.174, -1.251, -1.561], [1.192, 0.190, -1.610], [1.533, -1.168, -0.427]],
  "nbo_charge": [-0.625, 0.344, -0.150, -0.549, -0.025, -0.632, 0.476, 0.364, 0.214, 0.194, 0.199, 0.190]
}

=====

Q) {
  "formula": "C3H6N2O",
  "method": "the ωB97M-V functional and the def2-TZVPD basis",
  "smiles": "N#C[C@H](O)CN",
  "homo_lumo_gap_ha": 0.394,
  "lumo_ev": 0.7,
  "elements": ["N", "C", "C", "O", "C", "N", "H", "H", "H", "H", "H", "H"],
  "xyz": [[-1.413, -0.767, 0.513], [-0.667, -0.017, -0.489], [0.652, 0.521, 0.135], [1.021, -0.175, 1.300], [1.735, 0.494, -0.877], [2.560, 0.452, -1.686], [-1.262, -0.390, 1.444], [-2.404, -0.710, 0.323], [-0.429, -0.691, -1.319], [-1.210, 0.842, -0.908], [0.516, 1.565, 0.436], [0.901, -1.124, 1.129]],
  "nbo_charge": [-0.847, -0.232, -0.003, -0.682, 0.247, -0.304, 0.371, 0.369, 0.196, 0.187, 0.216, 0.484]
}

=====

R) {
  "formula": "C3H6N2O",
  "method": "the ωB97M-V functional and the def2-TZVPD basis",
  "homo_lumo_gap_ha": 0.369,
  "lumo_ev": 0.5,
  "elements": ["C", "C", "C", "N", "N", "O", "H", "H", "H", "H", "H", "H"],
  "xyz": [[-0.639, -0.461, -0.203], [0.553, -0.325, -1.068], [-0.517, -0.369, 1.293], [1.384, 1.051, -2.606], [0.466, 0.266, -2.309], [-0.034, -1.544, -0.855], [-1.588, -0.145, -0.631], [1.767, -0.018, -0.396], [0.347, -0.937, 1.628], [-1.410, -0.777, 1.765], [-0.401, 0.669, 1.600], [1.203, 1.448, -3.540]],
  "nbo_charge": [0.067, 0.199, -0.640, -0.307, -0.162, -0.460, 0.190, 0.119, 0.228, 0.220, 0.224, 0.322]
}

=====

S) {
  "formula": "C3H6N2O",
  "method": "the ωB97M-V functional and the def2-TZVPD basis",
  "smiles": "NC(=O)N1CC1",
  "homo_lumo_gap_ha": 0.399,
  "lumo_ev": 0.9,
  "elements": ["N", "C", "O", "N", "C", "C", "H", "H", "H", "H", "H", "H"],
  "xyz": [[1.711, 0.061, 0.284], [0.897, -0.773, -0.441], [1.233, -1.891, -0.760], [-0.402, -0.289, -0.758], [-1.394, -0.389, 0.304], [-0.952, 0.932, -0.203], [1.563, 1.055, 0.299], [2.661, -0.261, 0.383], [-2.357, -0.810, 0.033], [-1.029, -0.671, 1.292], [-1.573, 1.487, -0.901], [-0.358, 1.550, 0.468]],
  "nbo_charge": [-0.848, 0.780, -0.595, -0.448, -0.229, -0.260, 0.389, 0.406, 0.208, 0.201, 0.212, 0.183]
}

=====

List of relative energies, unit kcal/mol: P) 127.7; Q) 3.7; R) 67.4; S) 0.0